The following is a DFT calculation (wB97M-V/def2-TZVPD) of a 3-piece molecular cluster, C26H54ClN8O3P2 overall in a non-equilibrium geometry.

```
94
Properties=species:S:1:pos:R:3:lowdin_charge:R:1
C 9.681 0.533 -0.383 -0.04
C 9.595 1.927 -0.955 -0.24
C 10.392 2.948 -0.438 -0.03
C 10.278 4.232 -0.950 -0.07
C 9.398 4.541 -1.975 -0.07
C 8.609 3.526 -2.493 -0.07
C 8.701 2.227 -1.986 -0.24
C 7.758 1.202 -2.600 -0.06
C 6.337 1.666 -2.602 -0.21
C 5.374 1.530 -3.547 0.01
N 4.214 2.095 -3.082 0.17
C 4.388 2.607 -1.864 -0.26
C 3.367 3.280 -1.021 -0.11
C 2.509 2.298 -0.207 -0.14
C 3.195 1.679 1.015 -0.27
O 2.245 1.640 2.079 -0.06
N 5.678 2.356 -1.589 -0.32
Cl 6.330 2.885 -0.116 0.92
H 8.701 0.058 -0.321 0.07
H 10.296 -0.121 -1.004 0.10
H 10.078 0.535 0.630 0.08
H 11.084 2.761 0.372 0.12
H 10.875 5.035 -0.536 0.11
H 9.295 5.547 -2.357 0.11
H 7.907 3.730 -3.296 0.12
H 8.017 1.021 -3.645 0.14
H 7.820 0.239 -2.097 0.11
H 5.485 1.045 -4.500 0.15
H 3.353 2.110 -3.608 0.19
H 2.702 3.787 -1.726 0.13
H 3.808 4.067 -0.414 0.12
H 1.654 2.868 0.155 0.13
H 2.134 1.473 -0.817 0.11
H 3.545 0.673 0.767 0.12
H 4.051 2.258 1.373 0.08
H 2.390 0.810 2.541 0.09
O -0.073 -0.116 -1.812 -0.33
P -1.525 -0.386 -2.171 0.71
N -1.752 -1.495 -0.856 -0.31
C -2.553 -2.704 -0.861 -0.13
C -1.633 -0.908 0.481 -0.14
N -1.253 -1.248 -3.633 -0.32
C -1.813 -2.551 -3.946 -0.14
C 0.069 -1.140 -4.231 -0.15
N -3.247 -0.322 -2.470 -0.27
C -3.583 0.471 -3.689 -0.13
C -4.037 0.306 -1.383 -0.13
H -3.635 -2.533 -0.964 0.07
H -2.405 -3.248 0.073 0.08
H -2.245 -3.395 -1.640 0.05
H -2.444 -0.206 0.711 0.05
H -0.693 -0.358 0.575 0.06
H -1.631 -1.668 1.258 0.07
H -1.242 -3.360 -3.478 0.08
H -1.789 -2.717 -5.028 0.08
H -2.859 -2.630 -3.660 0.07
H 0.806 -1.765 -3.711 0.08
H 0.421 -0.111 -4.224 0.06
H 0.033 -1.453 -5.277 0.08
H -3.256 1.511 -3.603 0.08
H -4.661 0.458 -3.852 0.08
H -3.128 0.046 -4.578 0.07
H -3.652 1.289 -1.102 0.09
H -4.061 -0.323 -0.495 0.05
H -5.073 0.419 -1.699 0.08
O -3.604 -1.913 2.975 -0.30
P -5.090 -1.844 3.177 0.68
N -5.188 -0.369 4.068 -0.30
C -6.141 -0.051 5.113 -0.13
C -4.700 0.811 3.360 -0.14
N -5.268 -3.199 4.216 -0.32
C -6.065 -3.216 5.428 -0.14
C -4.102 -4.057 4.396 -0.13
N -6.784 -1.917 2.776 -0.27
C -7.141 -3.174 2.060 -0.12
C -7.251 -0.824 1.891 -0.13
H -7.183 0.029 4.770 0.08
H -5.883 0.905 5.573 0.08
H -6.108 -0.769 5.927 0.05
H -5.328 1.093 2.503 0.06
H -3.691 0.633 2.979 0.06
H -4.638 1.674 4.023 0.08
H -5.532 -2.763 6.273 0.08
H -6.300 -4.247 5.708 0.08
H -7.026 -2.720 5.297 0.07
H -3.369 -3.614 5.081 0.09
H -3.610 -4.260 3.449 0.07
H -4.410 -5.023 4.804 0.08
H -6.604 -3.271 1.112 0.08
H -8.212 -3.190 1.856 0.08
H -6.925 -4.051 2.662 0.07
H -6.638 -0.726 0.990 0.08
H -7.259 0.133 2.410 0.06
H -8.281 -1.007 1.587 0.08
```

Values from the calculation:
- Highest occupied orbital energy: -9.64 eV
- Largest force on an atom: 7.87 eV/Å
- E_tot: -76993.020 eV
- Orbital gap: 6.854 eV
- Net charge: +1